An isolated molecule of C8H13N3 at a distorted geometry. Source: the Open Molecules 2025 dataset; level of theory: the ωB97M-V functional and the def2-TZVPD basis.

Computed properties:
- Kohn-Sham gap (alpha / beta): 7.2 / 6.8 eV
- Net charge: 0
- Relative energy (zero: lowest compared OMol25 entry of this formula, charge and spin): 96.3 kcal/mol
- 2S+1: 1
- Maximum force: 6.11 eV Å⁻¹
- M: 151.21 g/mol

Atoms and positions in Å:
C (1.920, 1.591, 1.257)
C (-1.182, -0.774, -2.050)
C (-0.136, 0.358, -1.889)
C (0.230, -0.001, 1.883)
C (-1.223, -1.204, -0.602)
C (0.505, -1.251, 1.092)
C (0.802, -0.267, -0.952)
C (0.635, 1.132, 1.224)
N (3.025, 1.933, 1.205)
N (0.163, -1.238, -0.239)
N (-0.297, 2.084, 0.863)
H (-2.109, -0.371, -2.376)
H (-0.863, -1.498, -2.733)
H (0.297, 0.539, -2.821)
H (-0.704, 1.179, -1.304)
H (-0.852, -0.111, 2.153)
H (0.768, -0.121, 2.815)
H (-1.767, -0.444, -0.056)
H (-1.499, -2.231, -0.542)
H (1.514, -1.734, 1.164)
H (0.017, -2.142, 1.633)
H (1.879, -0.230, -0.880)
H (0.102, 3.025, 0.482)
H (-1.223, 1.776, 0.675)